Entry 1:
A cluster of 10 separate species, C33H73N5O14S in total in a non-equilibrium geometry. Source: the OMol25 dataset; level of theory: wB97M-V/def2-TZVPD.

```
126
C33H73N5O14S wB97M-V/def2-TZVPD
C 0.741 1.211 -1.299
S 1.168 0.128 0.128
O 1.811 0.979 1.173
C -0.529 -0.246 0.668
H 0.403 2.228 -1.101
H -0.014 0.709 -1.903
H 1.653 1.390 -1.869
H -0.902 -0.919 -0.107
H -1.147 0.651 0.672
H -0.601 -0.781 1.613
C 4.510 1.936 3.283
O 5.686 1.696 3.391
N 3.903 2.934 3.998
C 2.446 3.081 3.907
C 4.550 3.959 4.819
H 3.852 1.452 2.545
H 2.105 3.542 4.834
H 1.972 2.108 3.784
H 2.124 3.726 3.087
H 4.011 4.160 5.744
H 5.557 3.635 5.079
H 4.618 4.912 4.290
C -0.703 2.480 2.564
O -1.061 1.762 3.518
N -1.384 3.623 2.268
C -0.937 4.621 1.267
C -2.597 3.970 2.978
H 0.198 2.361 1.949
H -1.768 4.882 0.613
H -0.165 4.131 0.674
H -0.574 5.512 1.779
H -2.853 3.254 3.758
H -2.500 4.831 3.647
H -3.393 4.119 2.250
C 5.758 3.325 -4.963
O 6.625 2.647 -4.451
N 4.434 3.205 -4.833
C 3.571 4.281 -5.402
C 3.774 2.047 -4.148
H 6.057 4.199 -5.568
H 4.131 5.214 -5.452
H 2.652 4.440 -4.842
H 3.359 4.022 -6.441
H 4.476 1.504 -3.519
H 3.085 2.523 -3.450
H 3.250 1.467 -4.905
C -2.686 -2.809 3.696
O -2.943 -1.837 3.006
N -3.369 -3.263 4.762
C -2.860 -4.385 5.530
C -4.612 -2.590 5.165
H -1.830 -3.485 3.530
H -2.576 -4.212 6.571
H -1.958 -4.905 5.205
H -3.621 -5.168 5.562
H -5.497 -3.202 5.348
H -4.406 -1.963 6.033
H -4.997 -1.968 4.357
C 0.526 -2.828 -2.338
O -0.605 -3.272 -2.650
N 1.490 -2.475 -3.188
C 2.740 -1.936 -2.705
C 1.373 -2.631 -4.634
H 0.829 -2.818 -1.281
H 3.030 -0.959 -3.100
H 3.625 -2.541 -2.907
H 2.630 -1.714 -1.643
H 0.419 -3.075 -4.920
H 1.357 -1.665 -5.137
H 2.125 -3.319 -5.020
O -3.817 -5.178 0.470
C -2.820 -4.467 0.446
O -1.596 -4.837 0.917
C -1.360 -6.102 1.474
C -1.448 -7.191 0.405
C -2.832 -3.087 -0.125
H -2.058 -6.251 2.305
H -0.444 -6.135 2.067
H -2.455 -7.599 0.316
H -0.851 -8.043 0.735
H -1.081 -6.889 -0.574
H -2.938 -2.353 0.674
H -3.403 -2.886 -1.026
H -1.795 -3.059 -0.472
O -2.225 2.685 -1.081
C -3.139 2.892 -1.844
O -3.575 2.036 -2.783
C -2.894 0.790 -2.993
C -3.324 -0.396 -2.108
C -3.910 4.212 -1.830
H -1.824 0.998 -3.019
H -3.168 0.641 -4.039
H -2.728 -1.240 -2.460
H -4.380 -0.646 -2.198
H -3.073 -0.211 -1.064
H -4.332 4.497 -2.793
H -3.205 4.995 -1.553
H -4.704 4.188 -1.084
O 0.542 2.603 -4.009
C -0.094 2.956 -4.969
O -0.320 2.237 -6.122
C 0.211 0.968 -6.288
C -0.907 -0.075 -6.041
C -0.698 4.312 -5.171
H 1.039 0.708 -5.626
H 0.537 0.961 -7.328
H -1.375 -0.044 -5.057
H -0.581 -1.114 -6.107
H -1.696 0.017 -6.789
H 0.064 4.929 -5.647
H -1.092 4.822 -4.291
H -1.608 4.259 -5.769
O 0.475 -4.047 4.848
C 1.558 -3.646 5.207
O 2.293 -2.744 4.563
C 1.660 -1.973 3.568
C 0.793 -0.867 4.201
C 2.312 -4.359 6.284
H 1.041 -2.521 2.855
H 2.447 -1.496 2.985
H 0.550 -0.142 3.423
H 1.356 -0.318 4.957
H -0.196 -1.109 4.591
H 3.006 -3.689 6.794
H 2.890 -5.172 5.849
H 1.635 -4.714 7.059
```

## Properties
Kohn-Sham gap (Ha): 0.3255
2S+1: 1

Mulliken population analysis, charges in e, atoms 1 to 5:
1 C -0.139
2 S 0.294
3 O -0.520
4 C 0.556
5 H 0.244

Entry 2:
A cluster of 6 separate species, C33H75N3O6 in total in a non-equilibrium geometry. Source: the OMol25 dataset; level of theory: wB97M-V/def2-TZVPD.

```
117
C33H75N3O6 wB97M-V/def2-TZVPD
C -10.978 -18.430 11.635
C -10.729 -19.821 10.856
C -12.043 -20.692 10.843
C -10.421 -19.669 9.364
C -9.116 -18.985 9.105
C -8.060 -19.929 9.648
C -8.200 -20.251 11.227
C -7.161 -21.337 11.445
C -7.921 -18.963 12.024
N -9.634 -20.734 11.339
O -9.962 -21.221 12.565
H -11.969 -18.093 11.331
H -11.015 -18.615 12.709
H -10.177 -17.693 11.576
H -12.353 -21.179 11.768
H -12.929 -20.260 10.377
H -11.861 -21.553 10.200
H -10.548 -20.646 8.897
H -11.180 -19.040 8.899
H -8.975 -18.786 8.043
H -9.164 -18.011 9.592
H -7.115 -19.392 9.577
H -7.979 -20.835 9.047
H -7.261 -22.220 10.814
H -7.144 -21.586 12.506
H -6.176 -20.921 11.233
H -6.879 -18.705 12.217
H -8.219 -19.002 13.071
H -8.131 -17.985 11.590
H -10.013 -20.302 12.836
C -2.532 -15.679 13.439
C -1.302 -15.189 12.551
C -1.778 -13.795 12.004
C -0.253 -14.970 13.594
C 1.093 -14.378 12.948
C 1.566 -15.359 11.766
C 0.519 -15.884 10.744
C 0.368 -14.898 9.531
C 0.844 -17.309 10.231
N -0.859 -16.133 11.479
O -1.802 -16.633 10.689
H -3.361 -16.006 12.810
H -2.387 -16.639 13.935
H -2.935 -15.002 14.192
H -2.521 -14.003 11.233
H -2.251 -13.286 12.844
H -1.060 -13.100 11.567
H -0.728 -14.227 14.235
H 0.006 -15.742 14.318
H 1.231 -13.373 12.548
H 1.866 -14.448 13.714
H 1.981 -16.230 12.274
H 2.344 -14.808 11.237
H 0.539 -13.853 9.789
H -0.659 -14.946 9.171
H 1.121 -15.144 8.782
H 0.599 -18.032 11.010
H 1.934 -17.338 10.205
H 0.242 -17.711 9.417
H -1.774 -17.517 11.062
C -9.471 -23.931 17.749
C -8.595 -24.162 16.443
C -7.831 -22.816 16.256
C -7.581 -25.287 16.738
C -8.056 -26.663 16.497
C -8.936 -26.837 15.264
C -9.980 -25.729 15.047
C -10.370 -25.884 13.559
C -11.266 -25.962 15.815
N -9.478 -24.390 15.296
O -10.339 -23.335 14.891
H -9.872 -24.906 18.027
H -8.870 -23.402 18.488
H -10.299 -23.255 17.534
H -8.402 -21.889 16.315
H -6.983 -22.731 16.936
H -7.453 -22.734 15.237
H -6.752 -25.123 16.049
H -7.259 -25.292 17.779
H -7.295 -27.442 16.546
H -8.688 -26.914 17.350
H -9.618 -27.683 15.358
H -8.302 -26.904 14.380
H -9.514 -25.554 12.969
H -11.135 -25.145 13.320
H -10.514 -26.949 13.376
H -12.062 -25.225 15.707
H -11.068 -26.031 16.884
H -11.807 -26.876 15.572
H -10.039 -23.117 14.005
C -4.819 -20.989 14.508
C -5.324 -19.591 15.050
C -5.142 -19.401 16.540
O -4.477 -18.656 14.387
H -3.747 -21.010 14.704
H -5.291 -21.222 13.553
H -5.223 -21.831 15.070
H -6.305 -19.372 14.630
H -5.655 -20.195 17.084
H -5.642 -18.470 16.806
H -4.096 -19.356 16.842
H -4.729 -17.782 14.694
C -3.164 -16.142 18.727
C -4.576 -15.804 18.188
C -5.464 -14.682 18.867
O -4.423 -15.338 16.837
H -2.633 -15.334 19.229
H -2.494 -16.582 17.989
H -3.227 -16.917 19.490
H -5.130 -16.731 18.332
H -5.048 -13.682 18.987
H -5.726 -14.805 19.917
H -6.476 -14.455 18.531
H -3.993 -14.480 16.801
O -1.739 -18.784 12.783
H -1.125 -18.051 12.841
H -2.392 -18.603 13.459
```

## Properties
Kohn-Sham gap (Ha): 0.3021
Structure (SMILES): CC1(C)CCCC(C)(C)N1O.CC1(C)CCCC(C)(C)N1O.CC1(C)CCCC(C)(C)N1O.CC(C)O.CC(C)O.O
2S+1: 1
Energy relative to the best compared isomer or geometry (same formula, charge and spin) (kJ/mol): 467.0

Mulliken population analysis, charges in e, atoms 1 to 5:
1 C -1.386
2 C 1.226
3 C -1.868
4 C -1.261
5 C -0.554

Entry 3:
A cluster of 6 separate species, C33H75N3O6S3 in total in a non-equilibrium geometry. Source: the OMol25 dataset; level of theory: wB97M-V/def2-TZVPD.

```
120
C33H75N3O6S3 wB97M-V/def2-TZVPD
C -20.422 10.439 1.744
S -21.833 9.812 0.729
O -21.416 8.353 0.399
C -22.963 9.835 2.170
H -19.526 10.400 1.125
H -20.325 9.771 2.599
H -20.524 11.483 2.043
H -22.690 9.204 3.016
H -23.961 9.498 1.893
H -23.181 10.850 2.501
C -17.404 6.540 8.856
S -18.225 8.179 9.270
O -19.612 8.285 8.601
C -18.516 7.567 10.994
H -17.504 6.443 7.775
H -17.886 5.643 9.245
H -16.343 6.621 9.093
H -17.648 7.000 11.329
H -19.341 6.855 11.018
H -18.985 8.353 11.586
C -19.826 2.151 1.275
S -18.133 1.536 1.394
O -18.229 -0.029 1.405
C -17.704 2.183 -0.277
H -20.275 1.829 0.336
H -19.825 3.241 1.282
H -20.288 1.753 2.178
H -18.384 1.660 -0.949
H -16.670 1.883 -0.446
H -17.886 3.257 -0.293
C -25.806 10.893 9.201
C -26.438 12.268 9.083
C -27.431 12.557 10.279
C -26.812 12.883 11.630
C -25.920 14.071 11.475
C -24.815 13.889 10.298
N -25.410 13.332 9.029
O -24.465 13.197 7.951
C -24.300 15.286 9.963
C -23.668 13.045 11.012
C -27.295 12.378 7.767
H -24.932 10.957 9.849
H -25.493 10.532 8.222
H -26.533 10.229 9.670
H -28.045 13.438 10.091
H -28.084 11.691 10.393
H -26.274 11.980 11.921
H -27.631 13.012 12.338
H -25.583 14.248 12.496
H -26.451 14.999 11.259
H -24.021 15.841 10.859
H -23.344 15.156 9.457
H -25.040 15.980 9.565
H -24.130 12.192 11.508
H -22.892 12.636 10.365
H -23.220 13.626 11.819
H -27.640 13.410 7.716
H -28.179 11.753 7.898
H -26.769 12.077 6.861
H -23.903 12.564 8.404
C -11.642 15.067 -3.643
C -12.361 15.575 -2.337
C -11.308 15.399 -1.099
C -11.801 16.159 0.109
C -11.853 17.705 -0.272
C -12.842 17.942 -1.400
N -12.550 17.025 -2.535
O -13.478 17.221 -3.510
C -14.280 17.931 -0.811
C -12.453 19.388 -1.906
C -13.673 14.723 -2.039
H -12.206 15.043 -4.575
H -11.485 14.005 -3.451
H -10.645 15.504 -3.692
H -11.332 14.337 -0.854
H -10.248 15.489 -1.338
H -10.977 15.959 0.794
H -12.709 15.788 0.584
H -10.835 17.970 -0.557
H -12.150 18.271 0.611
H -14.404 18.798 -0.162
H -15.006 18.097 -1.607
H -14.609 17.060 -0.243
H -11.418 19.469 -2.239
H -13.086 19.662 -2.750
H -12.528 20.088 -1.075
H -13.375 13.775 -1.590
H -14.108 14.509 -3.016
H -14.457 15.104 -1.385
H -12.972 17.484 -4.282
C -35.077 12.410 -1.718
C -34.047 13.519 -1.417
C -33.960 13.684 0.146
C -32.823 14.580 0.609
C -31.473 13.994 0.065
C -31.527 14.025 -1.449
N -32.679 13.167 -1.924
O -32.633 12.765 -3.288
C -31.402 15.558 -1.922
C -30.157 13.210 -1.914
C -34.601 14.900 -1.958
H -35.762 12.225 -0.891
H -34.562 11.479 -1.954
H -35.674 12.723 -2.575
H -34.938 13.999 0.509
H -33.721 12.692 0.530
H -32.887 14.722 1.687
H -33.011 15.553 0.155
H -31.241 12.971 0.363
H -30.678 14.579 0.528
H -31.786 16.341 -1.268
H -30.367 15.898 -1.952
H -31.834 15.659 -2.918
H -30.213 12.161 -1.623
H -29.949 13.179 -2.984
H -29.210 13.552 -1.497
H -35.691 14.910 -1.985
H -34.219 14.923 -2.979
H -34.202 15.787 -1.466
H -32.498 11.814 -3.268
```

## Properties
Kohn-Sham gap (Ha): 0.3207
2S+1: 1
Energy relative to the best compared isomer or geometry (same formula, charge and spin) (kJ/mol): 163.4

Mulliken population analysis, charges in e, atoms 1 to 5:
1 C -0.883
2 S 0.471
3 O -0.605
4 C -0.929
5 H 0.314

Entry 4:
A cluster of 6 separate species, C33H75N3O6S3 in total in a non-equilibrium geometry. Source: the OMol25 dataset; level of theory: wB97M-V/def2-TZVPD.

```
120
C33H75N3O6S3 wB97M-V/def2-TZVPD
C 1.437 -4.131 -9.093
S -0.196 -3.254 -9.315
O -0.239 -2.163 -8.202
C 0.069 -2.545 -11.040
H 1.445 -4.482 -8.061
H 2.085 -3.255 -9.109
H 1.593 -4.923 -9.825
H 1.004 -1.988 -10.980
H -0.741 -1.825 -11.158
H 0.137 -3.216 -11.896
C -0.853 0.412 -2.523
S -0.523 2.209 -2.579
O 0.813 2.326 -1.869
C -0.033 2.127 -4.362
H -0.387 -0.280 -3.225
H -1.914 0.496 -2.758
H -0.613 0.004 -1.541
H -0.883 2.210 -5.039
H 0.717 1.355 -4.535
H 0.682 2.944 -4.458
C 0.269 -5.963 -1.827
S 1.531 -7.323 -2.251
O 2.061 -6.877 -3.605
C 2.841 -6.808 -1.063
H -0.177 -6.117 -0.844
H -0.394 -5.935 -2.692
H 0.833 -5.037 -1.722
H 3.407 -7.691 -0.765
H 2.330 -6.406 -0.188
H 3.576 -6.074 -1.394
C -11.025 -1.233 1.295
C -10.001 -2.225 0.637
C -10.616 -3.586 0.893
C -9.829 -4.661 0.058
C -9.894 -4.196 -1.521
C -9.319 -2.808 -1.699
N -9.937 -1.894 -0.772
O -9.709 -0.518 -0.983
C -7.809 -2.766 -1.839
C -9.970 -2.499 -3.102
C -8.619 -2.034 1.299
H -10.498 -0.279 1.340
H -11.412 -1.657 2.221
H -11.836 -1.065 0.587
H -10.524 -3.880 1.938
H -11.657 -3.601 0.572
H -10.227 -5.676 0.073
H -8.797 -4.671 0.409
H -10.943 -4.409 -1.726
H -9.289 -4.926 -2.058
H -7.411 -3.131 -2.786
H -7.512 -1.720 -1.921
H -7.334 -3.119 -0.924
H -10.085 -3.345 -3.780
H -10.970 -2.112 -2.908
H -9.497 -1.628 -3.556
H -8.559 -1.871 2.375
H -8.272 -1.093 0.871
H -7.938 -2.830 0.999
H -10.493 -0.045 -0.696
C 8.983 9.476 0.247
C 8.429 8.078 0.004
C 7.930 7.480 1.391
C 7.079 6.199 1.320
C 5.966 6.353 0.405
C 6.332 6.897 -0.988
N 7.163 8.191 -0.839
O 7.558 8.799 -2.068
C 6.959 5.766 -1.833
C 5.022 7.369 -1.702
C 9.586 7.221 -0.611
H 8.180 10.144 0.559
H 9.404 9.799 -0.705
H 9.800 9.576 0.962
H 8.727 7.193 2.078
H 7.358 8.254 1.902
H 6.781 5.937 2.336
H 7.598 5.316 0.948
H 5.192 6.950 0.886
H 5.457 5.404 0.238
H 6.278 4.918 -1.904
H 6.987 6.118 -2.864
H 7.843 5.321 -1.375
H 4.262 6.589 -1.665
H 4.631 8.277 -1.242
H 5.242 7.529 -2.757
H 9.448 7.369 -1.682
H 9.691 6.155 -0.410
H 10.548 7.726 -0.516
H 7.567 9.730 -1.834
C 2.132 -0.604 4.056
C 0.980 -1.108 4.961
C 0.652 -2.535 4.372
C 1.418 -3.761 4.769
C 1.498 -3.675 6.268
C 2.202 -2.440 6.918
N 1.445 -1.225 6.446
O 1.945 0.013 6.947
C 1.927 -2.619 8.476
C 3.761 -2.397 6.618
C -0.358 -0.269 4.917
H 3.050 -1.170 4.219
H 2.173 0.424 4.417
H 1.975 -0.625 2.978
H -0.431 -2.617 4.283
H 0.775 -2.714 3.304
H 2.406 -3.629 4.327
H 0.990 -4.735 4.533
H 1.821 -4.555 6.824
H 0.423 -3.568 6.408
H 0.898 -2.337 8.696
H 2.144 -3.576 8.951
H 2.586 -1.928 9.001
H 4.341 -2.769 7.463
H 4.018 -2.772 5.628
H 4.061 -1.362 6.452
H -1.100 -0.591 5.647
H -0.707 -0.352 3.887
H -0.160 0.797 5.029
H 1.236 0.258 7.547
```

## Properties
Kohn-Sham gap (Ha): 0.3091
2S+1: 1
Energy relative to the best compared isomer or geometry (same formula, charge and spin) (kJ/mol): 298.3

Mulliken population analysis, charges in e, atoms 1 to 5:
1 C -0.850
2 S 0.441
3 O -0.585
4 C -0.866
5 H 0.311

| no. | HOMO energy (eV) |
| --- | --- |
| 1 | -8.638 |
| 2 | -7.737 |
| 3 | -8.324 |
| 4 | -8.148 |